33
Properties=species:S:1:pos:R:3:mulliken_charge:R:1 method="wB97M-V/def2-TZVPD" homo_lumo_gap_ev=8.8 total_charge=0 de_lowest_ev=0.706 homo_energy_ev=-7.9
N -0.564 0.945 -0.577 -0.63
C -1.866 0.583 -0.337 0.05
C 3.318 0.138 0.104 0.87
C -4.130 1.253 0.134 -0.66
C 4.467 1.066 -0.252 -1.59
C 0.393 -0.462 1.190 -1.39
C 1.940 0.874 -0.363 -0.85
C 3.455 -1.208 -0.593 -1.38
C -4.595 -0.035 -0.110 0.77
C -2.328 -0.713 -0.578 0.06
C 0.482 0.464 0.004 0.75
C -6.052 -0.362 0.028 -1.41
C -2.794 1.568 0.011 -0.60
C -3.674 -1.007 -0.473 -0.65
H 1.981 0.946 -1.451 0.39
H 4.394 2.006 0.291 0.40
H -6.314 -1.229 -0.575 0.35
H -6.669 0.479 -0.282 0.37
H 4.468 1.284 -1.317 0.34
H -0.627 -0.525 1.563 0.44
H -2.445 2.573 0.193 0.42
H 4.356 -1.717 -0.255 0.40
H 1.047 -0.114 1.986 0.37
H 3.517 -1.074 -1.671 0.32
H 3.285 -0.009 1.186 0.22
H -6.292 -0.588 1.068 0.27
H -4.833 2.026 0.414 0.35
H 0.720 -1.461 0.906 0.27
H -1.623 -1.478 -0.871 0.42
H -4.012 -2.014 -0.674 0.33
H 5.415 0.598 0.003 0.43
H 2.603 -1.848 -0.379 0.32
H 2.025 1.897 0.011 0.26

34
Properties=species:S:1:pos:R:3:mulliken_charge:R:1 method="wB97M-V/def2-TZVPD" homo_lumo_gap_ev="6.2 / 6.2" total_charge=+1 de_lowest_ev=4.794 homo_energy_ev="-11.9 / -11.9"
N 1.395 1.843 0.014 0.16
N 1.213 1.232 -2.175 -0.29
C 0.877 0.844 -3.452 -0.73
C -0.669 -2.606 -0.066 -0.33
C -1.597 1.904 -0.753 -1.59
C -0.827 -1.576 0.914 1.24
C 1.531 1.352 1.390 -0.79
C -0.901 -0.213 0.654 -1.29
C -1.156 -4.228 1.662 -0.24
C -1.255 -3.201 2.615 -0.74
C 0.873 1.146 -1.018 0.32
C 2.166 3.085 -0.191 -1.16
C -0.937 -3.910 0.292 -0.69
C -0.682 0.551 -0.609 0.32
C -1.019 -1.906 2.307 -0.42
H -0.340 0.920 -3.517 0.24
H -0.591 -2.441 -1.091 0.44
H 2.516 1.069 1.822 0.41
H -1.166 -5.288 1.986 0.37
H 3.136 2.807 -0.355 0.38
H -2.603 1.557 -1.068 0.36
H 1.982 3.677 0.671 0.41
H 1.400 1.406 -4.227 0.29
H -0.859 -0.084 -1.447 0.55
H 1.264 2.136 2.071 0.39
H -0.797 -4.789 -0.385 0.33
H -0.930 -1.041 2.914 0.45
H -1.504 -3.392 3.589 0.47
H 0.801 0.538 1.766 0.13
H -1.543 2.467 0.162 0.42
H -1.214 2.551 -1.424 0.47
H 1.054 -0.314 -3.544 0.26
H 1.697 3.603 -1.068 0.32
H -1.317 0.300 1.562 0.52

39
Properties=species:S:1:pos:R:3:mulliken_charge:R:1 method="wB97M-V/def2-TZVPD" homo_lumo_gap_ev=9.4 total_charge=0 de_lowest_ev=4.670 homo_energy_ev=-8.7 smiles="CC(=O)O[C@H]1CN(C)C(=O)N1c1cc(C(C)(C)C)no1"
O -0.756 -1.237 -0.266 -0.18
O 1.588 -3.978 0.984 -0.54
O 2.441 -2.194 -0.166 -0.46
O 1.827 1.991 0.460 -0.66
N -2.002 -0.749 -0.748 -0.82
N 2.771 0.428 2.031 0.03
N 1.406 -0.167 0.287 0.15
C 2.264 -3.531 0.084 0.74
C 2.896 -0.987 1.863 -0.91
C -0.692 0.956 -0.541 -0.29
C -3.185 1.483 -1.010 2.47
C 1.872 0.896 1.056 0.35
C -4.413 0.676 -1.526 -1.89
C -3.581 2.141 0.305 -1.95
C 3.898 1.350 2.349 -0.93
C -2.950 2.577 -2.071 -1.68
C 2.710 -4.411 -1.059 -0.96
C 1.887 -1.369 0.826 0.25
C 0.066 -0.132 -0.191 -0.35
C -1.954 0.557 -0.715 0.03
H 2.678 -1.380 2.831 0.30
H -4.726 2.150 0.312 0.37
H -5.106 1.433 -1.882 0.51
H -4.348 0.014 -2.371 0.39
H 1.096 -1.752 1.432 0.58
H 3.556 2.403 2.345 0.32
H -3.173 3.100 0.410 0.47
H -4.781 -0.051 -0.776 0.39
H -1.994 3.084 -2.141 0.36
H -3.356 1.574 1.088 0.55
H 4.656 1.353 1.506 0.33
H 2.482 -3.833 -2.045 0.28
H 3.855 -1.270 1.495 0.36
H -0.456 1.971 -0.538 0.69
H -3.152 2.368 -3.126 0.34
H -3.546 3.410 -1.774 0.50
H 2.100 -5.393 -1.072 0.30
H 3.795 -4.602 -0.990 0.27
H 4.327 1.120 3.341 0.31

35
Properties=species:S:1:pos:R:3:mulliken_charge:R:1 method="wB97M-V/def2-TZVPD" homo_lumo_gap_ev="6.9 / 6.4" total_charge=+1 de_lowest_ev=0.000 multiplicity=3 homo_energy_ev="-11.1 / -10.5"
W 0.450 0.212 -1.714 0.78
P -0.042 2.538 -1.391 -0.30
P 0.393 -0.958 0.544 0.50
C -0.126 -1.391 -3.126 -0.63
C -1.879 0.983 3.432 -0.53
C -0.962 1.891 3.976 -0.43
C -0.337 -0.150 -3.824 -0.46
C 1.301 -1.505 -2.822 -0.44
C 0.288 2.079 3.365 -0.59
C 1.958 -0.312 -3.321 -0.59
C -0.379 -2.459 -0.289 -1.26
C -1.555 0.253 2.285 -0.58
C -0.310 0.423 1.687 0.39
C 0.445 -2.029 2.086 -1.38
C 0.612 1.336 2.223 -0.24
C 0.930 0.525 -3.941 -0.58
H -1.103 -2.250 -1.076 0.31
H -2.238 -0.492 1.892 0.42
H 1.599 1.446 1.777 0.38
H 1.107 1.412 -4.512 0.57
H 1.792 -2.321 -2.322 0.47
H -1.213 2.464 4.874 0.38
H -1.266 0.131 -4.298 0.43
H 0.770 -1.514 2.987 0.36
H 1.010 -2.936 1.898 0.44
H 1.000 2.794 3.783 0.39
H 3.013 -0.114 -3.280 0.45
H -0.600 -2.313 2.244 0.46
H -0.885 -2.151 -2.991 0.65
H -0.775 -3.179 0.431 0.48
H -1.006 2.894 -0.384 0.13
H -0.573 3.380 -2.416 0.13
H -2.842 0.834 3.927 0.38
H 0.460 -2.981 -0.765 0.41
H 0.966 3.461 -0.941 0.13

48
Properties=species:S:1:pos:R:3:mulliken_charge:R:1 method="wB97M-V/def2-TZVPD" homo_lumo_gap_ev=3.6 total_charge=-2 de_lowest_ev=0.000 homo_energy_ev=-0.2
O -0.827 1.336 2.933 -0.76
O -0.523 2.788 0.614 -0.82
O 2.503 3.137 0.343 -0.29
O 0.926 -3.740 -3.382 -0.43
O -2.205 5.165 5.283 -0.79
O 2.320 4.071 -1.722 -0.59
O 2.903 -2.776 -2.512 -0.52
O -2.224 6.540 2.866 -0.76
O 0.860 -2.733 -1.237 -0.51
N -3.627 -3.426 -1.397 -0.75
N -1.789 -4.821 -0.739 -0.61
N -1.806 -2.560 -0.111 -0.53
C 2.048 0.859 0.927 0.48
C -0.963 3.372 1.643 0.85
C -1.353 4.703 1.732 -0.85
C 1.682 -0.495 0.338 -0.62
C 2.775 -1.217 -0.475 -0.57
C -1.387 -3.155 -2.448 -1.36
C -1.838 5.365 2.906 0.47
C -2.132 -3.480 -1.157 1.03
C -1.858 4.568 4.244 0.38
C -1.480 3.225 4.145 -0.83
C 2.837 1.773 0.018 -0.74
C 1.844 3.819 -0.621 0.28
C -1.088 2.551 2.958 0.52
B 0.184 -3.206 -2.326 0.63
B 2.150 -2.285 -1.430 0.28
B 2.113 -3.076 -3.597 0.73
H 1.106 1.380 1.117 -0.32
H 3.379 -0.556 -1.091 0.29
H -2.016 -5.465 -1.482 0.23
H 2.520 0.779 1.903 0.37
H 2.638 1.570 -1.031 0.37
H -1.302 5.333 0.845 0.31
H -1.483 2.606 5.040 0.35
H 3.911 1.678 0.169 0.23
H 1.430 -1.148 1.168 0.41
H -3.878 -2.443 -1.433 0.28
H -3.824 -3.767 -2.332 0.25
H 0.834 4.118 -0.321 0.28
H -2.349 -2.738 0.718 0.24
H 2.424 -2.692 -4.681 -0.15
H 3.418 -1.773 0.210 0.22
H -1.715 -2.204 -2.859 0.38
H -1.664 -3.915 -3.179 0.28
H -1.897 -1.595 -0.387 0.25
H 0.765 -0.404 -0.234 0.15
H -2.343 -5.068 0.066 0.28

44
Properties=species:S:1:pos:R:3:mulliken_charge:R:1 method="wB97M-V/def2-TZVPD" homo_lumo_gap_ev=6.5 total_charge=+2 homo_energy_ev=-15.0
I 3.307 0.200 -2.477 0.21
Pd 0.268 -0.371 -0.562 -0.50
Cl -3.380 -1.648 -4.223 -0.14
Cl -1.746 2.808 -0.193 -0.15
Cl -3.871 3.359 -2.309 -0.13
Cl -1.115 -2.160 -2.137 -0.06
Cl -4.721 1.190 -4.353 -0.11
N 0.918 0.006 1.908 1.15
N 1.036 1.520 -0.509 -0.21
N 1.874 -1.909 0.020 -0.33
N -1.484 -1.142 0.860 -0.35
C -2.011 1.616 -1.440 0.81
C -3.461 0.883 -3.254 0.36
C -2.862 -0.376 -3.218 -0.14
C 1.133 1.454 1.950 -0.94
C 1.853 1.880 0.685 -0.75
C -1.510 -0.320 2.095 -0.62
C 1.361 -0.497 -2.369 -1.36
C -0.170 -0.428 2.795 -1.13
C -1.824 -0.574 -2.322 1.69
C -1.333 0.406 -1.477 -0.86
C -3.057 1.863 -2.343 -0.06
C 2.149 -0.752 2.165 -0.92
C 2.076 -2.100 1.483 -0.82
H -0.007 -1.473 3.061 0.38
H -1.727 0.706 1.799 0.28
H 0.160 1.946 1.978 0.48
H -2.370 -1.060 0.371 0.34
H 1.246 -2.697 1.856 0.36
H -1.376 -2.123 1.102 0.18
H 2.756 -1.612 -0.392 0.20
H 1.683 1.780 2.840 0.34
H 1.575 1.696 -1.354 0.26
H 1.347 -1.566 -2.508 0.63
H -0.180 0.132 3.736 0.37
H 0.225 2.139 -0.518 0.06
H 2.991 -2.660 1.678 0.47
H 2.341 -0.870 3.236 0.36
H 2.829 1.413 0.571 0.37
H 3.000 -0.210 1.753 0.36
H 1.658 -2.813 -0.393 0.25
H -2.297 -0.642 2.777 0.52
H 2.005 2.960 0.680 0.47
H 0.710 0.044 -3.047 0.66